(1)
Density functional theory data (the ωB97M-V functional and the def2-TZVPD basis) for a 12-piece molecular cluster, C29H57N12O17 overall at a distorted geometry.

XYZ file:
```
115
Properties=species:S:1:pos:R:3:lowdin_charge:R:1
C 0.53 3.22 -1.80 0.05
C -0.17 2.74 -0.46 -0.36
C -1.37 1.91 -0.84 -0.16
C -1.10 0.43 -0.95 -0.19
C -0.60 -0.04 0.34 -0.13
C 0.77 0.55 0.65 -0.40
N 0.76 2.06 0.54 0.12
O 1.78 2.78 0.94 0.18
C 1.99 -0.07 -0.16 0.02
C 1.23 0.15 2.01 -0.04
C -0.70 3.94 0.35 0.00
H -0.28 3.61 -2.51 0.13
H 1.03 2.49 -2.27 0.02
H 1.13 4.05 -1.57 0.08
H -1.87 2.00 -1.85 0.14
H -2.09 2.00 -0.08 0.07
H -0.27 0.32 -1.76 0.15
H -1.90 -0.18 -1.48 0.12
H -0.51 -1.07 0.23 0.09
H -1.36 0.21 1.13 0.12
H 2.94 0.13 0.22 0.04
H 1.83 0.14 -1.21 0.05
H 1.68 -1.17 -0.22 0.12
H 0.44 0.64 2.78 0.13
H 2.10 0.81 2.30 0.10
H 1.37 -0.87 2.26 0.07
H 0.02 4.71 0.46 0.07
H -1.13 3.96 1.34 0.09
H -1.44 4.44 -0.21 0.08
N -2.81 -0.67 3.60 -0.01
C -2.08 0.42 4.06 -0.13
C -2.49 1.51 3.29 -0.11
C -3.45 1.04 2.20 -0.07
C -3.67 -0.39 2.52 -0.12
H -2.76 -1.63 3.92 0.12
H -1.42 0.18 4.79 0.08
H -2.14 2.54 3.58 0.10
H -3.99 1.72 1.39 0.10
H -4.47 -1.06 2.14 0.11
N 3.56 2.00 -3.94 -0.03
C 4.55 2.29 -2.97 -0.07
C 4.76 1.03 -2.19 -0.03
C 3.79 -0.13 -2.90 -0.03
C 3.13 0.62 -4.06 -0.06
H 3.14 2.72 -4.39 0.08
H 5.03 3.25 -2.81 0.10
H 5.42 0.71 -1.38 0.04
H 3.52 -1.12 -2.62 0.03
H 2.54 0.32 -4.81 0.04
N -6.74 -1.31 -1.81 -0.03
C -5.66 -1.66 -2.62 -0.13
C -4.45 -0.90 -2.34 -0.06
C -4.75 -0.27 -1.01 -0.06
C -6.26 -0.42 -0.78 -0.07
H -7.81 -1.53 -1.97 0.20
H -5.99 -2.34 -3.34 0.08
H -3.61 -1.12 -2.88 0.04
H -4.13 0.27 -0.46 -0.02
H -6.64 -0.10 0.18 0.08
C 4.34 -2.02 4.45 0.08
N 3.42 -0.89 4.73 -0.34
O 2.19 -1.11 4.84 0.03
O 3.97 0.25 4.77 0.05
H 5.23 -1.67 4.20 0.05
H 4.04 -2.49 3.81 -0.05
H 4.43 -2.62 5.42 0.17
C -3.57 -3.35 0.24 0.00
N -2.55 -3.79 -0.70 -0.38
O -1.65 -3.03 -1.07 0.03
O -2.93 -4.79 -1.35 0.05
H -3.33 -2.48 0.82 0.05
H -3.96 -4.21 0.77 0.10
H -4.54 -3.12 -0.23 0.10
C 6.05 2.51 2.70 0.09
N 5.33 2.75 1.40 -0.43
O 4.48 1.94 1.03 0.00
O 5.55 3.79 0.87 0.08
H 5.63 1.68 3.04 0.01
H 5.69 3.47 3.50 0.21
H 6.98 2.65 2.38 0.05
C 5.23 -2.12 -0.03 0.07
N 5.59 -0.95 0.83 -0.35
O 6.79 -0.62 0.86 0.07
O 4.82 -0.74 1.79 0.02
H 5.65 -3.04 0.28 0.11
H 5.55 -1.98 -1.02 0.08
H 4.26 -2.06 -0.15 0.02
C -5.66 3.55 -2.51 0.03
N -4.74 3.77 -1.44 -0.41
O -4.52 2.88 -0.65 0.04
O -3.99 4.75 -1.62 0.04
H -5.73 4.56 -3.18 0.17
H -6.49 3.29 -1.95 0.08
H -5.38 2.82 -3.16 0.05
C -1.44 2.45 -5.65 0.09
N -2.71 2.44 -4.83 -0.43
O -3.39 3.45 -4.75 0.06
O -2.99 1.43 -4.29 0.08
H -0.79 1.70 -5.37 0.08
H -1.15 3.37 -5.65 0.04
H -1.72 2.54 -6.68 0.11
C 0.29 -4.09 3.62 0.07
N -1.09 -4.34 2.98 -0.37
O -1.93 -3.51 2.76 0.05
O -1.26 -5.59 2.79 0.02
H -0.08 -3.82 4.52 0.07
H 0.68 -3.17 3.13 0.08
H 0.91 -4.93 3.49 0.09
C 1.27 -5.41 -0.50 0.09
N 2.27 -4.58 0.41 -0.35
O 3.31 -5.09 0.72 0.08
O 1.67 -3.68 1.11 -0.05
H 1.41 -4.90 -1.36 0.04
H 0.11 -5.27 -0.15 0.15
H 1.58 -6.45 -0.45 0.09
```

energy: -83640.4450 eV
lowest unoccupied orbital energy: -5.5 eV
charge: +1
ΔE to the lowest compared entry with this formula, charge and spin: 0.0 kcal per mole
orbital gap: 0.1619 hartree

=====

(2)
Density functional theory data (the ωB97M-V functional and the def2-TZVPD basis) for C32H46BrCdN3P2S as an isolated structure at a distorted geometry.

XYZ file:
```
86
Properties=species:S:1:pos:R:3:lowdin_charge:R:1
N 4.60 -5.86 4.24 0.07
C 3.85 -4.98 4.92 -0.12
C 3.01 -4.05 4.28 -0.01
C 3.00 -3.98 2.85 -0.20
C 3.82 -4.91 2.15 0.00
C 4.59 -5.83 2.90 -0.11
C 2.09 -3.02 2.20 0.00
Cd 0.33 -0.54 -1.09 1.31
P -2.15 0.58 -2.40 0.91
C 1.97 -2.59 0.91 -0.07
C 0.70 -2.00 0.57 -0.42
C -0.24 -2.62 -0.34 -0.16
C -1.62 -2.67 0.07 -0.11
C -2.08 -2.07 1.27 -0.61
C -1.22 -1.08 1.80 -0.13
C 0.13 -1.12 1.55 -0.12
Br -3.87 -2.04 1.93 0.84
H 1.38 -2.63 2.94 0.12
H 2.72 -2.74 0.13 0.12
H 2.35 -3.44 4.92 0.12
H 3.83 -4.94 1.06 0.11
H 3.89 -5.04 6.02 0.12
H 5.23 -6.59 2.41 0.12
H 0.15 -3.39 -1.00 0.13
H 0.73 -0.44 2.14 0.12
H -2.32 -3.28 -0.51 0.13
H -1.55 -0.19 2.33 0.06
P 1.64 1.23 -2.05 0.81
C -3.41 -0.14 -1.28 -0.44
C -4.89 -0.45 -1.57 -0.12
H -3.39 0.52 -0.39 0.09
H -2.93 -1.10 -1.00 0.01
H -5.42 -0.72 -0.63 0.07
H -5.37 0.42 -2.03 0.07
H -4.95 -1.30 -2.27 0.08
C -1.69 -0.53 -3.76 -0.46
C -2.46 -0.47 -5.07 -0.13
H -1.75 -1.56 -3.32 0.09
H -0.63 -0.20 -3.91 0.01
H -2.07 -1.26 -5.74 0.08
H -3.52 -0.67 -4.91 0.07
H -2.37 0.49 -5.58 0.08
C -2.24 2.40 -2.63 -0.41
C -3.53 3.21 -2.82 -0.12
H -1.50 2.66 -3.41 0.08
H -1.79 2.65 -1.64 0.06
H -3.32 4.29 -2.81 0.09
H -3.99 2.95 -3.78 0.07
H -4.27 3.06 -2.03 0.07
C 1.72 3.00 -2.17 -0.40
C 3.14 3.58 -2.21 -0.11
H 1.15 3.42 -1.33 0.06
H 1.17 3.30 -3.07 0.09
H 3.59 3.64 -1.21 0.08
H 3.82 3.02 -2.87 0.08
H 3.11 4.61 -2.59 0.10
C 1.94 0.56 -3.78 -0.39
C 2.19 -0.94 -3.86 -0.15
H 2.82 1.11 -4.15 0.10
H 1.04 0.82 -4.36 0.07
H 3.14 -1.23 -3.41 0.08
H 1.38 -1.51 -3.38 0.04
H 2.19 -1.26 -4.92 0.10
C 3.18 0.57 -1.26 -0.43
C 3.41 0.90 0.22 -0.13
H 4.01 0.92 -1.88 0.09
H 3.14 -0.53 -1.38 0.05
H 4.04 0.12 0.65 0.09
H 3.95 1.86 0.34 0.08
H 2.48 0.95 0.81 0.03
N 0.83 3.00 1.30 0.09
C -0.02 2.84 2.33 -0.66
N -0.64 1.72 2.63 0.06
C -1.47 1.85 3.73 -0.30
C -2.34 0.88 4.25 -0.05
C -3.46 1.30 4.95 -0.07
C -3.55 2.62 5.45 -0.06
C -2.54 3.54 5.13 -0.08
C -1.56 3.18 4.22 -0.48
S -0.42 4.21 3.39 1.09
H 1.41 3.85 1.26 0.13
H 0.98 2.25 0.64 0.03
H -2.17 -0.19 4.11 0.09
H -4.23 0.57 5.14 0.11
H -4.40 2.88 6.09 0.12
H -2.52 4.53 5.57 0.11
```

energy: -142403.4586 eV
lowest unoccupied orbital energy: -6.4 eV
charge: +2
ΔE to the lowest compared entry with this formula, charge and spin: 31.2 kcal per mole
orbital gap: 0.2245 hartree

=====

(3)
Density functional theory data (the ωB97M-V functional and the def2-TZVPD basis) for a 2-piece molecular cluster, C36H39N3P overall at a distorted geometry.

XYZ file:
```
79
Properties=species:S:1:pos:R:3:lowdin_charge:R:1
C -8.28 4.55 12.48 -0.04
C -6.81 4.40 12.72 -0.25
C -6.25 5.03 13.83 0.00
C -4.88 4.90 14.10 -0.21
C -4.31 5.63 15.28 -0.07
C -4.09 4.13 13.23 -0.21
N -2.68 4.06 13.54 -0.23
P -2.16 3.50 15.08 1.27
H -1.42 1.14 10.73 0.07
N -0.57 3.92 14.56 -0.21
C 0.55 3.83 15.47 -0.20
C 1.74 3.14 15.13 -0.18
C 1.94 2.37 13.85 -0.05
C 2.78 3.14 16.07 0.01
C 2.68 3.85 17.27 -0.25
C 3.81 3.85 18.27 -0.04
C 1.50 4.53 17.57 0.01
C 0.43 4.52 16.68 -0.22
C -0.79 5.32 17.01 -0.08
C -0.57 4.88 13.53 -0.06
C -1.80 4.99 12.96 -0.06
C -4.63 3.52 12.08 -0.18
C -3.79 2.73 11.11 -0.03
C -6.00 3.65 11.85 0.02
H -8.60 4.03 11.57 0.08
H -8.84 4.15 13.34 0.09
H -8.54 5.62 12.40 0.09
H -6.89 5.61 14.50 0.14
H -3.23 5.78 15.25 0.03
H -4.74 6.64 15.35 0.10
H -4.55 5.12 16.22 0.09
H 2.95 1.95 13.82 0.09
H 1.25 1.53 13.77 0.08
H 1.84 2.98 12.93 0.08
H 3.70 2.58 15.85 0.13
H 3.51 4.45 19.13 0.08
H 4.05 2.83 18.62 0.10
H 4.72 4.29 17.83 0.09
H 1.42 5.07 18.52 0.13
H -0.66 5.87 17.94 0.10
H -1.00 6.06 16.22 0.09
H -1.67 4.69 17.16 0.03
H 0.34 5.39 13.28 0.14
H -2.13 5.61 12.14 0.15
H -4.43 2.36 10.31 0.08
H -2.99 3.31 10.62 0.09
H -3.33 1.85 11.56 0.07
H -6.44 3.15 10.99 0.13
C 3.51 1.36 9.65 -0.02
N 2.18 0.77 9.60 -0.11
C 1.34 0.73 10.67 -0.02
C 0.17 0.01 10.33 -0.13
C -1.13 0.18 11.06 -0.11
C -2.39 -0.64 10.65 -0.22
C -3.09 -0.17 9.52 -0.10
C -4.24 -0.81 9.04 -0.08
C -4.68 -1.98 9.66 -0.08
C -4.05 -2.41 10.84 -0.08
C -2.93 -1.75 11.34 -0.04
C 0.35 -0.41 8.94 -0.11
C -0.41 -1.15 8.03 -0.03
C 0.06 -1.33 6.73 -0.09
C 1.27 -0.79 6.31 -0.09
C 2.06 -0.04 7.20 -0.02
C 1.61 0.09 8.52 -0.16
H 3.97 1.34 8.67 0.08
H 3.49 2.40 10.00 0.09
H 4.14 0.80 10.35 0.09
H 1.59 1.17 11.64 0.09
H -1.01 0.20 12.15 0.12
H -2.72 0.75 9.03 0.13
H -4.75 -0.36 8.17 0.11
H -5.56 -2.47 9.28 0.10
H -4.48 -3.26 11.36 0.10
H -2.48 -2.07 12.27 0.11
H -1.35 -1.58 8.36 0.10
H -0.56 -1.88 6.02 0.11
H 1.61 -0.98 5.29 0.10
H 2.98 0.41 6.86 0.10
```

energy: -51718.3970 eV
lowest unoccupied orbital energy: -4.3 eV
charge: +1
orbital gap: 0.1799 hartree

=====

(4)
Density functional theory data (the ωB97M-V functional and the def2-TZVPD basis) for a 2-piece molecular cluster, C2H4OS2 overall at a distorted geometry.

XYZ file:
```
9
Properties=species:S:1:pos:R:3:lowdin_charge:R:1
C 1.45 -0.21 0.55 -0.08
C 1.02 0.44 -0.57 -0.12
O -2.78 -1.32 0.28 -0.60
S -2.56 1.38 0.06 0.24
S -2.07 -0.35 -0.54 0.40
H 1.54 0.07 1.52 0.00
H 1.90 -1.28 0.49 0.08
H 0.38 1.32 -0.27 0.03
H 1.12 -0.03 -1.52 0.04
```

energy: -25854.3391 eV
lowest unoccupied orbital energy: -1.9 eV
ΔE to the lowest compared entry with this formula, charge and spin: 49.7 kcal per mole
orbital gap: 0.3026 hartree

=====

(5)
Density functional theory data (the ωB97M-V functional and the def2-TZVPD basis) for a 2-piece molecular cluster, C5H10N2 overall at a distorted geometry.

XYZ file:
```
17
Properties=species:S:1:pos:R:3:lowdin_charge:R:1
C -2.55 0.21 -1.53 0.33
C -3.47 0.73 0.68 0.19
C 1.51 -0.87 0.33 0.01
C 1.40 0.29 -0.17 -0.07
C 1.30 -1.97 1.14 -0.08
N -3.09 0.51 -0.52 0.06
N 2.46 1.17 -0.87 0.26
H -3.97 -0.06 1.14 0.11
H -3.41 1.77 1.16 0.17
H -2.60 0.13 -2.60 0.14
H 0.51 0.76 -0.02 0.08
H 2.22 -2.57 1.48 0.15
H 0.62 -2.75 0.77 0.11
H 1.00 -1.67 2.15 0.11
H 2.90 0.85 -1.70 0.16
H 3.25 1.53 -0.40 0.16
H 1.91 1.92 -1.05 0.11
```

energy: -8303.2735 eV
lowest unoccupied orbital energy (alpha / beta): -7.9 / -10.4 eV
charge: +2
ΔE to the lowest compared entry with this formula, charge and spin: 106.0 kcal per mole
orbital gap (alpha / beta): 0.3716 / 0.1895 hartree

=====

(6)
Density functional theory data (the ωB97M-V functional and the def2-TZVPD basis) for C28H15Cl5GeN3O2Tc as an isolated structure at a distorted geometry.

XYZ file:
```
55
Properties=species:S:1:pos:R:3:lowdin_charge:R:1
Tc 0.44 -0.20 -2.33 0.99
Cl -4.73 -0.76 -7.31 0.64
C -3.65 -0.24 -6.06 -0.72
C -2.52 -0.99 -5.76 -0.71
Cl -2.16 -2.43 -6.63 0.68
C -1.67 -0.57 -4.75 -0.56
Cl -0.24 -1.47 -4.33 0.72
C -1.90 0.58 -3.98 -0.48
O -1.11 0.96 -3.02 -0.30
C -3.05 1.33 -4.31 -0.61
Cl -3.35 2.75 -3.39 0.71
C -3.91 0.92 -5.32 -0.70
Cl -5.31 1.86 -5.68 0.66
O 2.16 -1.20 -2.46 -0.42
N 3.03 -0.62 -1.67 -0.06
C 3.99 -0.02 -2.27 -0.32
C 4.99 0.61 -1.43 -0.17
N 5.78 1.12 -0.77 0.15
C 4.08 0.09 -3.72 -0.18
N 4.18 0.18 -4.85 0.15
C 0.33 0.09 -0.61 -0.39
Ge 0.14 -0.04 1.31 0.88
C 1.53 1.08 2.09 -0.27
C 2.77 1.16 1.44 -0.10
C 3.80 1.92 1.97 -0.09
C 3.61 2.61 3.16 -0.10
C 2.38 2.56 3.81 -0.11
C 1.35 1.79 3.28 -0.11
C -1.59 0.64 1.85 -0.28
C -1.88 1.99 1.59 -0.10
C -3.13 2.51 1.88 -0.09
C -4.11 1.70 2.44 -0.10
C -3.84 0.37 2.70 -0.10
C -2.59 -0.16 2.40 -0.11
C 0.41 -1.88 1.86 -0.27
C 1.01 -2.78 0.97 -0.10
C 1.28 -4.08 1.36 -0.09
C 0.96 -4.52 2.64 -0.11
C 0.35 -3.64 3.53 -0.10
C 0.08 -2.34 3.14 -0.12
H 2.92 0.62 0.51 0.06
H 4.76 1.96 1.46 0.07
H 4.42 3.20 3.58 0.09
H 2.23 3.10 4.73 0.09
H 0.39 1.76 3.78 0.09
H -1.12 2.63 1.14 0.11
H -3.34 3.56 1.67 0.10
H -5.09 2.11 2.67 0.09
H -4.61 -0.27 3.13 0.10
H -2.39 -1.21 2.59 0.09
H 1.26 -2.45 -0.03 0.07
H 1.75 -4.76 0.66 0.10
H 1.18 -5.54 2.94 0.09
H 0.09 -3.98 4.53 0.10
H -0.38 -1.66 3.86 0.10
```

energy: -159169.1158 eV
lowest unoccupied orbital energy (alpha / beta): 2.2 / 2.2 eV
charge: -1
ΔE to the lowest compared entry with this formula, charge and spin: 0.5 kcal per mole
orbital gap (alpha / beta): 0.2465 / 0.2282 hartree
spin multiplicity: 2
⟨S²⟩: 0.806